(1)
2 unconnected molecules or ions with the total composition C3H8N2O2. Source: OMol25; level of theory: wB97M-V/def2-TZVPD.

XYZ file:
```
15
Properties=species:S:1:pos:R:3:lowdin_charge:R:1
O 0.122 -0.849 -2.014 0.13
C 0.274 -0.272 -0.979 -0.58
N -0.225 1.007 -0.619 0.07
C 0.747 1.515 0.338 -0.16
C 1.320 0.252 0.999 -0.14
O 1.033 -0.776 0.045 0.01
H -1.166 0.927 -0.243 0.12
H 0.305 2.226 1.033 0.12
H 1.525 2.022 -0.239 0.12
H 0.862 0.020 1.967 0.12
H 2.405 0.289 1.117 0.12
N -1.978 -1.780 -0.236 0.03
H -1.579 -2.081 -1.120 0.01
H -2.461 -0.907 -0.422 0.01
H -1.185 -1.592 0.372 0.00
```

Properties
gap between HOMO and LUMO	10.56	eV
SMILES string	O=C1NCCO1.N
spin multiplicity	1



(2)
C4H4Si in the gas phase. Source: OMol25; level of theory: wB97M-V/def2-TZVPD.

XYZ file:
```
9
Properties=species:S:1:pos:R:3:lowdin_charge:R:1
C 2.613 0.984 -0.047 0.03
C 1.658 0.322 -0.305 -0.29
Si 0.293 -0.907 -0.092 0.69
C -1.683 0.218 0.105 -0.21
C -2.858 0.385 -0.091 -0.09
H 3.319 1.739 0.051 0.01
H 0.168 -1.203 1.247 -0.10
H 0.390 -2.097 -0.971 -0.06
H -3.900 0.558 0.104 0.00
```

Properties
gap between HOMO and LUMO	10.29	eV
SMILES string	C#C[SiH2]C#C
spin multiplicity	1



(3)
8 unconnected molecules or ions with the total composition C4H23NO9S. Source: OMol25; level of theory: wB97M-V/def2-TZVPD.

XYZ file:
```
38
Properties=species:S:1:pos:R:3:lowdin_charge:R:1
O -1.850 -0.112 2.058 0.05
C -1.007 -0.747 1.478 -0.23
C 0.430 -0.281 1.396 -0.37
C 1.192 -1.267 2.320 -0.46
S 1.524 -2.867 1.419 0.72
N 0.581 1.104 1.893 -0.02
C -0.340 2.179 1.478 -0.22
O 0.400 2.957 0.523 -0.08
H -1.227 -1.790 1.133 0.13
H 0.792 -0.352 0.347 0.13
H 2.137 -0.848 2.703 0.08
H 0.614 -1.528 3.195 0.07
H 2.628 -2.495 0.747 -0.13
H 0.644 1.120 2.900 0.12
H -1.284 1.856 0.996 0.10
H -0.492 2.885 2.307 0.13
H 0.740 2.364 -0.155 0.03
O 1.164 1.453 -2.173 -0.07
H 1.976 1.715 -1.726 0.04
H 1.231 0.475 -2.132 0.00
O 3.327 0.751 0.963 -0.06
H 3.928 1.256 0.418 0.03
H 2.528 1.228 1.237 0.00
O -3.907 1.100 -0.174 -0.07
H -3.043 0.736 0.065 -0.01
H -4.003 1.816 0.466 0.05
O 0.068 -2.747 -2.068 -0.07
H -0.148 -3.594 -1.678 0.06
H -0.532 -2.082 -1.696 0.02
O -1.799 1.080 -1.711 -0.07
H -1.057 1.560 -2.117 0.05
H -2.536 1.576 -2.090 0.07
O -2.467 -1.596 -1.696 -0.06
H -2.351 -0.675 -1.981 0.01
H -3.326 -1.949 -1.913 0.05
O 2.038 -1.131 -2.121 -0.08
H 1.921 -1.414 -3.032 0.06
H 1.505 -1.736 -1.579 0.00
```

Properties
gap between HOMO and LUMO	9.78	eV
SMILES string	O=C[C@H](CS)NCO.O.O.O.O.O.O.O
spin multiplicity	1



(4)
C4H6O in the gas phase. Source: OMol25; level of theory: wB97M-V/def2-TZVPD.

XYZ file:
```
11
Properties=species:S:1:pos:R:3:lowdin_charge:R:1
C -1.148 -0.891 -0.185 0.07
C -0.129 -0.032 0.108 -0.37
C 0.682 0.668 -1.001 -0.08
C 0.344 0.030 1.514 -0.21
O 0.088 -0.971 2.249 -0.01
H -1.798 -1.414 0.531 0.08
H -1.539 -0.727 -1.246 0.09
H 1.685 0.180 -0.759 0.10
H 0.366 0.304 -2.076 0.11
H 0.576 1.751 -0.949 0.06
H 0.872 1.102 1.815 0.17
```

Properties
gap between HOMO and LUMO	9.78	eV
SMILES string	C=C(C)C=O
spin multiplicity	1



(5)
A molecular structure, C7H9HfNO2. Source: OMol25; level of theory: wB97M-V/def2-TZVPD.

XYZ file:
```
20
Properties=species:S:1:pos:R:3:lowdin_charge:R:1
Hf 0.918 -0.291 -1.001 1.81
C 1.251 -1.897 -3.722 -0.05
H 0.454 -1.845 -2.865 0.00
H 1.172 -0.982 -4.320 0.04
H 1.299 -3.036 -4.044 0.14
H 2.293 -1.934 -3.627 0.01
H 2.372 0.151 -0.044 -0.06
O -0.705 -2.477 1.774 0.27
C -0.417 -1.558 1.108 -0.45
O 0.340 -1.840 -0.059 -0.21
C -0.635 -0.116 1.348 -0.14
C -1.144 0.385 2.511 0.07
C -1.222 1.751 2.605 0.04
C -0.913 2.668 1.592 0.05
C -0.466 2.091 0.407 -0.05
N -0.360 0.725 0.223 -0.11
H -1.422 -0.402 3.275 0.19
H -1.593 2.136 3.569 0.16
H -1.002 3.769 1.734 0.16
H -0.218 2.704 -0.464 0.14
```

Properties
gap between HOMO and LUMO	9.22	eV
total charge	+2
spin multiplicity	1



(6)
2 unconnected molecules or ions with the total composition ClFN2O3. Source: OMol25; level of theory: wB97M-V/def2-TZVPD.

XYZ file:
```
7
Properties=species:S:1:pos:R:3:lowdin_charge:R:1
N 1.559 0.537 -0.182 -0.28
N -0.455 -0.591 0.580 0.00
O 1.616 1.579 0.313 0.16
O 2.034 -0.217 -0.915 0.16
O -1.545 -0.215 0.897 -0.36
F -0.438 -1.713 -0.345 -0.08
Cl -2.771 0.620 -0.349 0.40
```

Properties
gap between HOMO and LUMO (spin up / spin down)	6.32 / 9.35	eV
spin multiplicity	1



(7)
2 unconnected molecules or ions with the total composition C3H7N6. Source: OMol25; level of theory: wB97M-V/def2-TZVPD.

XYZ file:
```
16
Properties=species:S:1:pos:R:3:lowdin_charge:R:1
C -2.048 -0.349 -0.190 -0.09
C -0.759 -1.255 -1.689 -0.08
C 0.935 0.635 0.644 -0.45
N -2.759 -0.744 -1.198 0.05
N -1.990 -1.305 -2.089 0.06
N -0.730 -0.640 -0.459 -0.08
N 1.984 0.577 1.465 0.20
N 0.522 1.824 0.186 0.22
N 0.333 -0.492 0.337 0.14
H -2.401 0.128 0.702 0.14
H 0.102 -1.634 -2.199 0.13
H 2.495 1.404 1.724 0.14
H 2.308 -0.315 1.801 0.11
H 0.974 2.677 0.472 0.14
H -0.267 1.907 -0.432 0.13
H 1.301 -2.416 0.925 0.25
```

Properties
gap between HOMO and LUMO (spin up / spin down)	8.67 / 5.73	eV
total charge	+1
spin multiplicity	1



(8)
A molecular structure, C12H17N2O. Source: OMol25; level of theory: wB97M-V/def2-TZVPD.

XYZ file:
```
32
Properties=species:S:1:pos:R:3:lowdin_charge:R:1
C 3.034 -0.348 1.787 0.05
C 2.383 -1.401 1.013 -0.35
N 1.673 -1.210 -0.105 0.06
C 0.963 -2.505 -0.343 -0.11
C 1.635 -3.454 0.639 -0.11
O 2.456 -2.647 1.484 0.06
H 2.733 0.605 1.351 0.08
H 2.669 -0.398 2.811 0.12
H 4.119 -0.433 1.720 0.12
H -0.112 -2.346 -0.097 0.13
H 1.053 -2.839 -1.394 0.13
H 0.889 -4.001 1.238 0.14
H 2.275 -4.155 0.099 0.14
C 0.497 2.558 -1.592 -0.03
N 0.014 1.513 -0.728 -0.12
C -1.342 1.410 -0.409 -0.23
C -1.750 0.598 0.691 -0.03
C -3.059 0.126 0.776 -0.07
C -4.025 0.606 -0.130 -0.07
C -3.655 1.532 -1.110 -0.06
C -2.321 1.930 -1.249 -0.02
C 0.962 0.548 -0.280 0.06
H -0.183 3.425 -1.595 0.11
H 1.462 2.890 -1.250 0.09
H 0.658 2.190 -2.600 0.11
H -1.026 0.327 1.481 0.11
H -3.302 -0.603 1.560 0.11
H -5.045 0.231 -0.031 0.11
H -4.427 1.920 -1.769 0.11
H -2.036 2.610 -2.042 0.11
H 0.855 0.484 0.833 0.10
H 1.953 0.837 -0.755 0.14
```

Properties
gap between HOMO and LUMO	7.58	eV
total charge	+1
spin multiplicity	1



Record-wise E_tot values, in eV: -10315.7921 -12084.9521 -35273.7233 -6290.5845 -14276.8886 -24352.9046 -12152.6048 -17738.1619
Record-wise relative energy (zero: lowest compared OMol25 entry of this formula, charge and spin) values, in kcal per mole: 26.75 10.39 43.74 30.75 0.00 66.33 106.53 97.80